[1]
A 17-piece molecular cluster, C36H33BCl65F6N5O6PS overall. Source: OMol25; level of theory: the ωB97M-V functional and the def2-TZVPD basis.

Element x y z (Å)
C 1.975 -1.238 5.789
C 3.008 -1.849 4.837
O 2.973 -1.124 3.620
C 4.092 -1.371 2.792
C 4.324 -0.138 1.882
O 3.219 0.715 2.041
C 2.781 1.718 1.194
C 3.017 2.995 2.104
C 3.477 2.747 3.532
F 2.057 3.992 1.999
C 3.455 2.050 -0.133
O 3.218 1.080 -1.220
N 3.699 1.695 -2.425
O 3.066 1.370 -3.337
B 5.061 2.294 -0.286
O 5.452 3.633 -0.336
C 6.245 1.259 -0.346
C 6.091 0.004 -1.225
N 2.828 3.263 -0.650
C 1.369 3.283 -0.634
N 0.885 3.527 -2.045
C 0.691 4.725 -2.236
S 0.310 6.177 -2.583
C 0.643 2.014 -0.140
P -1.205 2.343 -0.005
O -1.309 3.947 0.235
Cl -1.999 2.035 -1.903
N 1.283 1.350 1.066
C 1.033 -0.133 0.880
C 1.805 -0.933 -0.146
N 2.525 -1.926 0.154
C 0.552 1.692 2.340
C -0.701 0.901 2.749
C -1.557 1.760 3.712
C -3.024 1.459 3.568
F -3.697 2.435 4.242
F -3.410 1.571 2.284
C -3.506 0.091 4.166
F -2.551 -0.510 4.891
F -3.902 -0.746 3.188
F -4.569 0.303 4.957
H 1.214 -0.683 5.248
H 2.433 -0.591 6.528
H 1.485 -2.047 6.323
H 2.697 -2.876 4.643
H 3.981 -1.821 5.324
H 4.959 -1.486 3.446
H 4.012 -2.294 2.223
H 5.220 0.342 2.271
H 4.510 -0.490 0.875
H 3.893 3.533 1.732
H 3.595 3.743 3.960
H 2.797 2.199 4.174
H 4.468 2.315 3.550
H 5.977 3.795 0.461
H 7.145 1.758 -0.695
H 6.520 0.912 0.650
H 5.155 -0.531 -1.089
H 6.154 0.244 -2.282
H 6.880 -0.714 -1.026
H 3.160 4.086 -0.166
H 1.066 4.159 -0.067
H 0.711 1.323 -0.975
H -2.224 4.236 0.109
H 1.133 -0.696 1.799
H 0.025 -0.206 0.483
H 1.680 -0.668 -1.195
H 2.923 -2.352 -0.679
H 0.251 2.733 2.352
H 1.196 1.576 3.202
H -0.420 0.015 3.314
H -1.347 0.555 1.953
H -1.450 2.819 3.503
H -1.210 1.528 4.707
C -4.613 -4.345 3.159
Cl -2.849 -4.468 3.210
Cl -5.086 -3.501 1.680
Cl -5.326 -5.960 3.167
Cl -5.182 -3.448 4.572
C -0.217 3.778 7.076
Cl -1.818 3.536 6.370
Cl 0.052 2.577 8.335
Cl 1.012 3.592 5.803
Cl -0.108 5.397 7.759
C -1.416 -6.727 0.138
Cl -1.417 -7.605 -1.393
Cl -0.207 -5.433 0.075
Cl -3.007 -6.023 0.424
Cl -1.019 -7.834 1.456
C -2.364 4.291 -5.329
Cl -0.603 4.165 -5.373
Cl -2.940 5.031 -6.820
Cl -3.037 2.673 -5.154
Cl -2.866 5.279 -3.947
C -2.626 1.043 11.484
Cl -2.730 1.787 9.883
Cl -1.245 -0.062 11.522
Cl -2.406 2.302 12.701
Cl -4.108 0.148 11.819
C 3.199 8.302 -0.556
Cl 4.031 9.147 0.748
Cl 3.590 9.049 -2.103
Cl 3.728 6.606 -0.580
Cl 1.453 8.388 -0.286
C -6.283 -0.328 -0.444
Cl -7.953 -0.183 0.114
Cl -5.189 -0.195 0.931
Cl -6.085 -1.896 -1.241
Cl -5.925 0.959 -1.599
C 6.204 -9.684 -3.149
Cl 5.514 -10.177 -4.692
Cl 7.869 -9.147 -3.399
Cl 5.251 -8.354 -2.470
Cl 6.186 -11.045 -2.024
C -8.029 0.915 -5.200
Cl -8.107 -0.010 -6.704
Cl -6.734 2.119 -5.315
Cl -9.572 1.731 -4.925
Cl -7.697 -0.171 -3.854
C -10.910 -2.568 -1.873
Cl -10.614 -1.204 -2.950
Cl -9.491 -3.621 -1.877
Cl -11.206 -2.012 -0.207
Cl -12.318 -3.473 -2.434
C 4.364 -6.916 -7.343
Cl 5.013 -7.157 -5.721
Cl 3.294 -5.508 -7.382
Cl 5.698 -6.673 -8.477
Cl 3.445 -8.357 -7.812
C 3.985 10.263 4.770
Cl 2.398 10.026 4.030
Cl 4.240 9.041 6.022
Cl 5.241 10.105 3.533
Cl 4.068 11.871 5.488
C -0.745 -5.572 -9.114
Cl -0.225 -3.894 -9.297
Cl -1.811 -5.700 -7.708
Cl -1.625 -6.080 -10.561
Cl 0.659 -6.620 -8.903
C -13.633 1.743 -1.846
Cl -13.322 1.629 -3.584
Cl -15.375 1.800 -1.564
Cl -12.943 0.333 -1.035
Cl -12.884 3.213 -1.211
C 9.115 -7.786 -10.149
Cl 9.752 -7.999 -8.515
Cl 8.067 -6.360 -10.186
Cl 10.450 -7.563 -11.282
Cl 8.178 -9.210 -10.608
C -3.696 -2.963 -4.259
Cl -2.811 -1.907 -3.150
Cl -2.572 -3.841 -5.306
Cl -4.628 -4.144 -3.328
Cl -4.778 -1.991 -5.256

Cartesian forces (eV/Å) of the 3 atoms listed first:
0.23 -0.37 0.03
-1.22 0.13 0.30
0.35 0.07 -0.09

The calculation puts the lowest unoccupied orbital energy at -0.0968 hartree. As for the total energy: -908650.139 eV. The gap between HOMO and LUMO comes out at 8.950 eV. As for the net charge: +1.

[2]
C36H33BN7Ta as an isolated structure. Source: OMol25; level of theory: the ωB97M-V functional and the def2-TZVPD basis.

Element x y z (Å)
Ta 0.761 -0.381 -0.182
C 0.680 -4.702 -3.756
C 0.869 -3.304 -3.283
C 1.218 -2.164 -4.016
C 1.198 -1.126 -3.102
N 0.911 -1.619 -1.889
N 0.681 -2.945 -2.002
B 0.020 -3.631 -0.778
N -1.273 -2.818 -0.436
N -1.239 -1.475 -0.153
C -2.499 -1.089 0.096
C -3.353 -2.180 -0.027
C -2.543 -3.255 -0.362
C -2.939 -4.669 -0.613
C -2.811 0.307 0.438
C -4.128 0.682 0.699
C -4.452 1.989 1.024
C -3.466 2.962 1.097
C -2.147 2.617 0.843
C -1.843 1.306 0.520
N 0.996 -3.460 0.415
N 1.261 -2.191 0.790
C 1.862 -2.211 1.988
C 2.050 -3.527 2.374
C 1.472 -4.293 1.356
C 1.331 -5.772 1.259
C 1.963 -0.865 2.568
C 3.127 -0.303 3.063
C 3.140 1.042 3.409
C 2.001 1.831 3.271
C 0.821 1.271 2.813
C 0.790 -0.081 2.455
C 1.223 0.343 -3.098
C 0.156 0.953 -2.396
C 0.168 2.334 -2.177
C 1.227 3.093 -2.646
C 2.254 2.487 -3.364
C 2.257 1.117 -3.595
H 0.906 -4.766 -4.818
H -0.348 -5.032 -3.603
H 1.337 -5.387 -3.221
H 1.401 -2.113 -5.076
H -0.230 -4.772 -0.989
H -4.420 -2.211 0.106
H -4.014 -4.773 -0.494
H -2.450 -5.347 0.087
H -2.674 -4.981 -1.623
H -4.913 -0.061 0.647
H -5.483 2.249 1.220
H -3.721 3.982 1.351
H -1.363 3.363 0.895
H -0.770 1.134 0.334
H 2.489 -3.896 3.285
H 1.807 -6.244 2.114
H 1.798 -6.150 0.350
H 0.281 -6.065 1.245
H 4.027 -0.899 3.142
H 4.054 1.486 3.779
H 2.033 2.874 3.553
H -0.087 1.859 2.776
H -0.172 -0.580 2.320
H -0.768 0.392 -2.240
H -0.671 2.809 -1.685
H 1.242 4.162 -2.485
H 3.071 3.090 -3.738
H 3.078 0.652 -4.125
N 2.312 0.475 -0.202
C 3.531 1.140 -0.220
C 4.691 0.430 -0.523
C 5.909 1.092 -0.542
C 5.972 2.450 -0.260
C 4.811 3.154 0.041
C 3.589 2.504 0.063
H 4.627 -0.629 -0.740
H 6.812 0.545 -0.776
H 6.924 2.962 -0.276
H 4.861 4.213 0.260
H 2.676 3.038 0.296

Cartesian forces (eV/Å) of the 3 atoms listed first:
0.21 0.10 0.00
0.00 0.01 -0.01
-0.01 0.01 0.00

The calculation puts the lowest unoccupied orbital energy at -0.2450 hartree. As for the total energy: -50517.152 eV. The gap between HOMO and LUMO comes out at 6.738 eV. As for the net charge: +2. The relative energy (zero: lowest compared OMol25 entry of this formula, charge and spin) comes out at 0.0 kcal/mol.

[3]
C36H33CoF6N6O4Sb as an isolated structure. Source: OMol25; level of theory: the ωB97M-V functional and the def2-TZVPD basis.

Element x y z (Å)
Co 0.993 -0.695 0.499
C -5.647 1.550 0.984
C -4.157 1.362 0.897
C -3.310 2.423 0.576
C -1.950 2.243 0.518
C -1.327 1.006 0.781
N 0.046 0.930 0.747
C 0.773 1.894 1.446
C 0.306 2.545 2.588
C 1.116 3.393 3.320
C 2.447 3.606 2.978
C 3.362 4.427 3.845
C 2.925 2.966 1.845
C 2.096 2.160 1.085
N 2.613 1.584 -0.104
C 3.333 2.220 -1.047
C 3.445 1.380 -2.128
C 2.722 0.237 -1.773
N 2.248 0.363 -0.544
C -2.191 -0.066 1.053
C -3.572 0.134 1.130
N -1.705 -1.385 1.310
C -2.443 -2.487 1.579
C -1.584 -3.523 1.850
C -0.309 -2.971 1.716
N -0.402 -1.687 1.406
H -5.898 2.404 1.614
H -6.133 0.669 1.404
H -6.083 1.733 -0.001
H -3.729 3.399 0.360
H -1.304 3.074 0.265
H -0.703 2.349 2.927
H 0.717 3.860 4.213
H 2.800 5.142 4.444
H 4.090 4.977 3.247
H 3.917 3.782 4.530
H 3.965 3.064 1.557
H 3.680 3.223 -0.874
H 3.960 1.550 -3.055
H 2.576 -0.667 -2.336
H -4.219 -0.688 1.399
H -3.515 -2.473 1.544
H -1.841 -4.539 2.087
H 0.662 -3.426 1.813
O 3.135 -0.567 3.895
C 2.770 -0.918 2.789
O 1.740 -0.396 2.195
H 3.308 -1.703 2.232
C 4.384 -1.023 -6.187
C 2.929 -0.878 -5.833
C 2.356 0.388 -5.784
C 1.029 0.534 -5.416
C 0.270 -0.574 -5.098
C 0.830 -1.854 -5.144
N 0.036 -2.962 -4.873
C -1.107 -2.916 -4.041
C -2.275 -3.483 -4.539
C -3.456 -3.448 -3.813
C -3.491 -2.804 -2.589
C -2.327 -2.253 -2.076
C -1.122 -2.335 -2.763
C 0.134 -1.961 -1.996
O 1.188 -2.529 -2.277
O -0.069 -1.070 -1.092
C 2.172 -2.014 -5.526
C 2.845 -3.361 -5.586
H 4.814 -0.056 -6.446
H 4.528 -1.696 -7.034
H 4.948 -1.436 -5.348
H 2.959 1.257 -6.022
H 0.580 1.519 -5.368
H -0.769 -0.456 -4.818
H 0.516 -3.845 -4.846
H -2.245 -3.932 -5.523
H -4.352 -3.900 -4.220
H -4.415 -2.744 -2.027
H -2.321 -1.774 -1.109
H 2.201 -4.194 -5.319
H 3.683 -3.393 -4.891
H 3.230 -3.559 -6.590
F 1.967 -2.390 0.353
Sb 3.557 -3.296 -0.552
F 2.635 -4.688 -1.421
F 3.945 -2.516 -2.236
F 5.220 -4.214 -0.691
F 4.430 -1.796 0.213
F 3.344 -4.212 1.103

Cartesian forces (eV/Å) of the 3 atoms listed first:
-0.59 0.04 -0.14
0.02 0.02 -0.02
0.02 0.01 0.03

The calculation puts the lowest unoccupied orbital energy at 0.0831 hartree. As for the total energy: -115476.040 eV. The gap between HOMO and LUMO comes out at 7.235 eV. As for the net charge: -1. The relative energy (zero: lowest compared OMol25 entry of this formula, charge and spin) comes out at 12.1 kcal/mol.

[4]
C36H33F6N7OPSTi as an isolated structure. Source: OMol25; level of theory: the ωB97M-V functional and the def2-TZVPD basis.

Element x y z (Å)
Ti 1.138 0.095 0.471
C -2.029 -2.788 -0.419
C -2.681 -1.981 -1.523
C -3.444 -2.673 -2.460
C -4.108 -2.024 -3.489
C -4.028 -0.645 -3.594
C -3.279 0.068 -2.669
C -2.602 -0.579 -1.638
P -1.619 0.391 -0.427
C -2.195 2.127 -0.664
C -3.152 2.711 0.169
C -3.548 4.030 -0.005
C -2.989 4.787 -1.025
C -2.034 4.217 -1.854
C -1.620 2.898 -1.690
C -0.558 2.345 -2.609
C -2.404 -0.112 1.130
C -3.796 -0.237 1.242
C -4.373 -0.609 2.438
C -3.554 -0.860 3.542
C -2.179 -0.764 3.423
C -1.578 -0.408 2.206
C -0.058 -0.452 2.121
H -1.811 -3.796 -0.770
H -2.701 -2.881 0.438
H -1.102 -2.352 -0.057
H -3.515 -3.753 -2.374
H -4.691 -2.594 -4.202
H -4.545 -0.121 -4.389
H -3.250 1.147 -2.746
H -3.593 2.143 0.976
H -4.296 4.457 0.651
H -3.303 5.812 -1.184
H -1.595 4.807 -2.651
H -0.863 1.409 -3.081
H 0.367 2.143 -2.069
H -0.325 3.054 -3.402
H -4.424 -0.046 0.377
H -5.449 -0.708 2.517
H -3.994 -1.144 4.491
H -1.545 -0.991 4.275
H 0.250 -1.480 2.279
H 0.362 0.119 2.948
N -0.260 4.027 1.391
C -0.334 2.723 1.591
N 0.610 2.139 0.870
C 1.234 3.188 0.238
N 0.730 4.353 0.524
C 2.460 2.949 -0.535
C 3.267 3.977 -0.990
N 4.463 3.731 -1.520
C 4.849 2.456 -1.549
C 4.040 1.427 -1.098
N 2.827 1.671 -0.622
H -0.862 4.745 1.762
H -1.035 2.233 2.249
H 2.942 5.010 -0.908
H 5.834 2.240 -1.944
H 4.370 0.398 -1.123
C 4.700 -2.819 5.413
C 3.913 -2.534 4.169
C 3.258 -3.551 3.476
C 2.563 -3.193 2.347
N 2.501 -1.933 1.917
C 3.126 -1.022 2.663
S 2.940 0.623 2.091
N 3.843 -1.263 3.760
H 5.317 -3.710 5.296
H 4.018 -2.999 6.246
H 5.327 -1.965 5.658
H 3.305 -4.581 3.803
H 2.051 -3.938 1.744
C 0.819 -3.180 -2.075
C 1.603 -1.900 -1.876
O 1.194 -1.270 -0.670
C 3.152 -2.230 -1.798
F 3.568 -2.287 -0.538
F 3.413 -3.407 -2.370
F 3.906 -1.305 -2.422
C 1.355 -0.980 -3.094
F 0.045 -0.877 -3.350
F 1.825 0.256 -2.892
F 1.948 -1.486 -4.175
H 0.983 -3.844 -1.227
H 1.142 -3.681 -2.983
H -0.236 -2.949 -2.153

Cartesian forces (eV/Å) of the 3 atoms listed first:
0.40 -0.09 1.35
-0.24 0.11 0.00
0.06 -0.06 0.04

The calculation puts the lowest unoccupied orbital energy at -0.1301 hartree. As for the total energy: -109888.543 eV. The gap between HOMO and LUMO comes out at 7.179 eV. As for the net charge: +1. The relative energy (zero: lowest compared OMol25 entry of this formula, charge and spin) comes out at 33.5 kcal/mol.

[5]
C36H33F6N7OPSTi as an isolated structure. Source: OMol25; level of theory: the ωB97M-V functional and the def2-TZVPD basis.

Element x y z (Å)
Ti 0.749 -0.164 -0.478
C 0.422 3.799 0.908
C -0.755 3.582 1.816
C -0.989 4.517 2.820
C -2.103 4.444 3.638
C -3.026 3.427 3.452
C -2.808 2.481 2.467
C -1.670 2.532 1.660
P -1.441 1.312 0.320
C -2.891 0.207 0.427
C -3.806 0.150 -0.625
C -4.838 -0.773 -0.625
C -4.967 -1.655 0.438
C -4.068 -1.595 1.490
C -3.025 -0.672 1.511
C -2.122 -0.633 2.715
C -1.649 2.320 -1.167
C -2.731 3.183 -1.349
C -2.815 3.958 -2.489
C -1.804 3.883 -3.444
C -0.714 3.055 -3.246
C -0.611 2.269 -2.096
C 0.601 1.419 -1.855
H 0.178 4.551 0.154
H 0.729 2.893 0.390
H 1.282 4.154 1.474
H -0.280 5.324 2.951
H -2.256 5.187 4.409
H -3.915 3.372 4.064
H -3.547 1.706 2.311
H -3.708 0.831 -1.461
H -5.533 -0.806 -1.453
H -5.766 -2.382 0.451
H -4.174 -2.278 2.324
H -1.999 -1.635 3.125
H -2.554 -0.014 3.503
H -1.135 -0.221 2.494
H -3.505 3.241 -0.592
H -3.656 4.619 -2.636
H -1.863 4.488 -4.338
H 0.082 3.026 -3.979
H 1.421 2.030 -1.439
H 0.991 1.023 -2.799
N -0.304 -3.724 1.678
C 0.366 -2.575 1.649
N -0.020 -1.907 0.572
C -0.926 -2.725 -0.022
N -1.136 -3.844 0.618
C -1.479 -2.281 -1.292
C -2.453 -2.967 -1.997
N -2.885 -2.541 -3.176
C -2.332 -1.431 -3.641
C -1.358 -0.730 -2.941
N -0.931 -1.146 -1.751
H -0.239 -4.470 2.354
H 1.124 -2.253 2.352
H -2.877 -3.877 -1.594
H -2.664 -1.076 -4.608
H -0.927 0.171 -3.348
C 4.768 -2.775 3.489
C 4.607 -1.534 2.670
C 5.694 -0.852 2.143
C 5.423 0.228 1.327
N 4.184 0.645 1.076
C 3.216 -0.038 1.666
S 1.568 0.648 1.547
N 3.361 -1.114 2.436
H 5.740 -2.809 3.974
H 4.687 -3.650 2.839
H 3.986 -2.836 4.243
H 6.707 -1.165 2.347
H 6.221 0.790 0.857
C 4.237 -0.969 -2.430
C 3.012 -1.750 -1.978
O 2.163 -0.938 -1.245
C 2.212 -2.258 -3.200
F 1.645 -1.221 -3.837
F 2.976 -2.901 -4.078
F 1.218 -3.081 -2.826
C 3.425 -2.945 -1.090
F 4.388 -2.577 -0.235
F 2.400 -3.408 -0.357
F 3.895 -3.955 -1.824
H 3.933 -0.215 -3.154
H 4.976 -1.624 -2.887
H 4.670 -0.473 -1.565

Cartesian forces (eV/Å) of the 3 atoms listed first:
0.09 0.36 0.44
-0.01 -0.01 -0.06
0.02 0.00 0.00

The calculation puts the lowest unoccupied orbital energy at -0.1305 hartree. As for the total energy: -109889.995 eV. The gap between HOMO and LUMO comes out at 7.585 eV. As for the net charge: +1. The relative energy (zero: lowest compared OMol25 entry of this formula, charge and spin) comes out at 0.0 kcal/mol.

> The highest net charge belongs to which entry?

C36H33BN7Ta

> net charge of number 1 (C36H33BCl65F6N5O6PS)?

+1

> What is the formula in the third record?

C36H33CoF6N6O4Sb

> Which of these has the highest gap between HOMO and LUMO?

C36H33BCl65F6N5O6PS